(1)
Here is the molecule C23H23N3O3S2 at a distorted geometry from OMol25. Energies are from the ωB97M-V functional and the def2-TZVPD basis.

Structure (ORCA input):
```
! wB97M-V def2-TZVPD RIJCOSX def2/J DEFGRID3
* xyz 0 1
O 1.027 -0.555 -3.608
C 1.117 -0.385 -2.406
N 1.663 -1.334 -1.594
C 2.142 -2.524 -2.082
N 2.678 -3.425 -1.332
C 3.062 -4.504 -2.068
C 2.817 -4.414 -3.405
S 2.051 -2.898 -3.784
C 3.143 -5.469 -4.402
C 4.136 -6.459 -3.787
C 3.677 -6.878 -2.391
C 3.717 -5.687 -1.435
H 4.753 -5.431 -1.194
H 3.213 -5.919 -0.495
H 2.657 -7.263 -2.451
H 4.317 -7.676 -2.010
H 5.118 -5.989 -3.715
H 4.226 -7.334 -4.433
H 2.226 -5.993 -4.691
H 3.559 -5.019 -5.306
H 1.777 -1.186 -0.601
C 0.661 0.862 -1.736
C 0.537 2.006 -2.523
C 0.117 3.205 -1.974
C -0.195 3.273 -0.625
C -0.091 2.131 0.147
C 0.332 0.931 -0.384
H 0.363 0.077 0.277
S -0.479 2.223 1.899
O 0.400 3.168 2.512
O -0.496 0.883 2.416
N -2.037 2.859 1.817
C -2.463 3.750 2.822
C -1.761 4.938 3.002
C -2.158 5.844 3.966
C -3.272 5.583 4.747
C -3.976 4.409 4.558
C -3.586 3.477 3.606
C -4.387 2.216 3.422
C -3.620 1.173 2.616
C -3.002 1.860 1.404
H -2.475 1.146 0.769
H -3.774 2.360 0.808
H -4.283 0.367 2.299
H -2.811 0.746 3.211
H -4.663 1.814 4.399
H -5.318 2.467 2.900
H -4.846 4.198 5.165
H -3.589 6.289 5.499
H -1.601 6.758 4.102
H -0.891 5.130 2.396
H -0.524 4.190 -0.163
H 0.033 4.083 -2.595
H 0.780 1.930 -3.572
*
```

HOMO energy: -8.11 eV
orbital gap: 0.2943 hartree
F_max: 0.022 hartree/bohr
structure (SMILES): O=C(Nc1nc2c(s1)CCCC2)c1cccc(S(=O)(=O)N2CCCc3ccccc32)c1



(2)
Here is a structure of composition C23H23N4NiO6S2 at a distorted geometry from OMol25. Energies are from the ωB97M-V functional and the def2-TZVPD basis.

Structure (ORCA input):
```
! wB97M-V def2-TZVPD RIJCOSX def2/J DEFGRID3
* xyz -1 3
Ni 0.901 0.281 0.502
C -1.628 0.686 6.195
C -1.976 0.126 4.794
N -1.765 1.089 3.747
C -0.958 0.879 2.609
S -0.230 -0.611 2.325
N -0.915 2.042 1.957
N -0.139 1.977 0.864
C -0.169 2.863 -0.044
C -1.143 4.007 -0.053
C 0.707 2.662 -1.183
C 0.921 3.612 -2.191
C 1.889 3.389 -3.163
C 2.706 2.268 -2.958
C 2.358 1.323 -2.006
N 1.397 1.489 -1.163
H -1.917 -0.009 6.969
H -2.193 1.616 6.388
H -0.585 0.921 6.271
H -3.034 -0.161 4.855
H -1.294 -0.765 4.672
H -1.888 2.063 3.943
H -1.423 4.347 0.896
H -2.075 3.758 -0.672
H -0.829 4.881 -0.629
H 0.330 4.558 -2.211
H 2.065 3.999 -4.071
H 3.535 1.991 -3.596
H 2.870 0.385 -1.868
O 6.156 -2.630 -0.423
C 5.093 -2.131 -0.123
C 3.714 -2.458 -0.777
O 3.607 -3.282 -1.665
C 2.779 -1.558 -0.138
C 3.417 -0.647 0.735
O 2.710 0.191 1.302
C 4.872 -0.927 0.826
O 5.721 -0.278 1.367
O 1.553 -1.297 -0.451
C -0.427 -4.905 -2.365
C -1.028 -3.539 -2.219
C -2.397 -3.327 -1.932
C -2.846 -2.072 -1.651
C -1.932 -1.001 -1.812
C -0.655 -1.175 -2.242
C -0.178 -2.478 -2.379
S -2.533 0.674 -1.457
C -3.051 0.375 0.301
O -3.771 1.030 -2.180
H -1.001 -5.668 -1.782
H 0.598 -4.880 -2.085
H -0.398 -5.363 -3.406
H -3.017 -4.259 -1.804
H -3.968 -1.934 -1.586
H 0.068 -0.394 -2.334
H 0.873 -2.549 -2.613
H -3.903 -0.304 0.140
H -3.269 1.332 0.801
H -2.302 -0.216 0.777
*
```

HOMO energy (spin up / spin down): -4.18 / -4.12 eV
relative energy (zero: lowest compared OMol25 entry of this formula, charge and spin): 0.0 kJ/mol
orbital gap (spin up / spin down): 0.2146 / 0.2089 hartree
F_max: 0.065 hartree/bohr
<S²>: 2.01